(1)
{"formula": "C26H21ClFN3O4S", "method": "ωB97M-V with the def2-TZVPD basis set", "symbols": ["Cl", "O", "H", "C", "C", "C", "H", "O", "C", "H", "C", "O", "S", "H", "H", "C", "H", "C", "H", "C", "C", "H", "C", "H", "C", "O", "H", "H", "C", "C", "H", "H", "C", "C", "F", "H", "C", "H", "C", "C", "H", "N", "C", "C", "H", "C", "C", "H", "C", "C", "N", "N", "C", "H", "H", "C", "H"], "positions_angstrom": [[-2.5301, -3.2228, 1.1659], [4.8982, 3.8781, 0.0651], [0.6779, -2.9296, -2.3206], [0.6158, -1.0034, 0.7608], [2.1472, 3.1992, 1.3970], [-3.6667, -0.3550, -0.1195], [1.9271, 2.5453, 4.2220], [-1.4199, 2.6480, 0.8889], [4.1683, 2.8399, -0.2884], [0.7810, 3.3347, 5.0501], [2.7318, 2.9307, 0.1953], [0.3229, 2.9548, 2.9425], [4.8922, -0.7393, -1.9385], [-6.3716, -2.4959, -0.0276], [2.9130, 3.0812, 2.3184], [-2.9481, -0.9571, -1.4310], [4.7078, -3.4737, -2.4080], [3.5066, -3.0489, -2.4406], [3.1572, -3.1392, -3.4028], [-0.5400, -2.9667, -0.7923], [0.5342, -2.3928, -1.1359], [1.8607, 4.4272, 3.8089], [1.8500, 2.7901, -0.7115], [5.5482, 1.8720, -1.0454], [1.3223, 3.3380, 4.1143], [-3.8071, 0.6947, 2.4085], [-2.3122, 2.8647, 2.4951], [-2.1736, -0.5247, -1.9369], [-3.7745, -1.7724, -2.2696], [-2.9617, 0.9050, 1.6588], [1.3120, -0.2830, 1.0065], [-0.2234, 2.5688, -1.2718], [-1.8044, 1.9272, 1.9340], [3.3930, -1.5661, -2.0060], [-5.5812, -3.3682, -2.6159], [2.8967, -3.7641, -1.5845], [-4.7061, -0.9912, 0.3793], [-1.2234, -3.7749, -1.2860], [-0.4913, -1.5083, 1.2895], [0.8526, 2.9503, 1.7413], [-0.6068, -1.1797, 2.1346], [2.9076, 0.3020, -0.6102], [1.3532, -1.4791, -0.5142], [0.0204, 2.7788, 0.6190], [-2.1159, 0.8799, -0.2550], [3.9959, 0.7347, -1.0683], [2.5809, -1.1998, -1.1486], [-1.2891, 1.7555, 2.6755], [-5.4870, -2.0816, -0.5263], [-4.8566, -2.4855, -1.5735], [4.6277, 1.7684, -0.9140], [-2.7808, 0.5448, 0.5253], [-1.2497, -2.5471, 0.5570], [-3.3229, -2.2858, -3.0478], [-5.1661, -0.5476, 1.3539], [0.4265, 2.7288, -0.7181], [2.0636, 2.6773, -1.8684]], "atomic_forces_ev_per_a": [[-3.649, -2.223, 1.547], [-2.165, -5.066, -2.230], [0.827, 2.070, 3.187], [5.569, -0.999, -6.009], [4.510, -1.667, 6.077], [4.525, -2.150, -3.843], [2.856, -2.526, -0.191], [4.782, 0.952, -4.405], [0.522, 7.907, 5.470], [-0.805, 0.657, -0.268], [2.616, 0.389, 0.671], [1.597, 1.274, 4.127], [0.350, 2.484, -0.668], [0.368, 0.093, -0.754], [-1.693, 0.949, -2.059], [-7.307, -0.654, 0.713], [-3.483, 1.431, -0.131], [2.339, -1.865, 4.555], [-0.921, -0.776, -2.116], [-10.480, -2.830, 6.535], [4.622, -1.241, -7.240], [-1.535, -3.291, 1.070], [-5.427, -1.072, -11.382], [4.316, -0.031, -1.206], [-2.338, 4.300, -3.112], [-4.997, -1.879, 4.728], [-0.365, -2.308, -0.208], [2.460, 1.323, -0.565], [1.416, -0.075, 5.759], [6.174, 7.098, 4.505], [0.465, 2.016, 2.405], [-9.792, -2.446, -10.313], [-9.703, 4.498, -1.247], [5.187, -5.318, -3.114], [1.662, 1.591, 2.890], [1.650, 2.027, -2.837], [-4.555, -1.251, -0.069], [1.863, 1.664, 0.355], [-0.777, -5.589, -9.467], [0.239, 0.711, -2.713], [-2.728, 3.108, 9.151], [-0.868, -2.192, -0.718], [-4.979, -1.781, 1.886], [-3.702, -0.654, 0.078], [-0.917, 0.024, 2.984], [-3.278, -12.233, -1.975], [-3.907, 8.988, 6.455], [6.399, -2.834, 6.478], [0.593, 2.741, 5.973], [-0.471, -0.427, -6.954], [1.453, 7.548, 1.355], [-0.071, -4.627, -12.851], [8.073, 3.056, -3.176], [0.480, -0.466, -1.955], [0.714, -1.418, -1.991], [11.415, 2.945, 14.564], [0.872, 0.045, 2.252]], "mulliken_charge": [-0.136, -0.671, -0.056, -0.190, 0.185, -0.006, 0.506, -0.526, -0.288, 0.278, 0.048, -0.486, -0.326, 0.374, 0.153, -0.437, 0.353, -1.151, 0.352, -1.004, 0.531, 0.289, 0.361, 0.190, -1.003, -0.673, 0.357, 0.489, -0.894, 0.343, 0.593, 1.136, -0.794, 0.997, -0.386, 0.257, -0.049, 0.255, -1.763, 1.079, 0.936, -0.373, 0.166, 0.379, 0.052, 0.547, -0.720, 0.883, -0.848, 0.678, 0.089, 0.204, 0.784, 0.433, 0.344, -1.953, 0.114], "e_lumo_ev": -0.52, "spin_multiplicity": 1, "max_force_ev_per_a": 18.7, "e_homo_ha": -0.29062}


(2)
{"formula": "C26H21F3N2O5PS2Sr", "method": "ωB97M-V with the def2-TZVPD basis set", "symbols": ["H", "C", "H", "H", "C", "F", "C", "C", "O", "S", "H", "H", "H", "H", "O", "C", "C", "C", "C", "C", "H", "P", "O", "H", "H", "C", "H", "F", "C", "H", "H", "C", "N", "C", "C", "F", "C", "H", "C", "C", "C", "C", "H", "O", "N", "C", "H", "H", "H", "O", "H", "Sr", "C", "C", "H", "H", "C", "C", "S", "C", "C"], "positions_angstrom": [[-2.3384, -2.1384, -1.5450], [4.3555, -2.0525, -2.0624], [4.9115, 0.0611, 0.4347], [-1.6917, 2.0731, -2.0236], [2.9193, -2.0184, -1.9813], [-3.9384, 2.7716, 5.9960], [2.2820, -1.2997, -1.0657], [-2.5006, 2.0837, -1.2912], [3.4341, 0.7707, 2.0234], [-3.1346, 1.8299, 3.1968], [1.7291, 0.9660, -2.4954], [-1.6120, 3.4497, -0.0428], [-2.6541, 2.5032, 0.7692], [-0.4378, 4.1828, 6.5496], [1.4868, -0.6473, 1.8617], [-0.5372, -1.2404, -3.8177], [-0.4866, 3.4505, 5.7020], [0.7066, 3.2073, 5.0533], [0.6438, 2.4202, 3.9268], [0.8583, 1.0906, -4.5228], [4.7343, -2.5827, -2.9644], [0.3903, -1.1755, -1.1899], [-3.7511, 0.2797, -2.1487], [1.6360, 3.6714, 5.5192], [-1.9656, -6.1581, -0.1144], [-3.0455, 0.6490, -1.2540], [0.4897, -5.8059, 0.1532], [-3.2919, 4.6146, 5.0986], [-1.6630, 3.0072, 5.2323], [1.3663, 2.0745, -4.7865], [-1.0414, -2.1503, -3.5244], [-1.6971, -2.9765, -1.2509], [-0.5254, 1.9745, 3.4029], [-2.2888, -4.1721, -0.9005], [-0.3140, -2.8334, -1.0549], [-2.6631, 4.0509, 7.1702], [1.0521, 0.5174, -3.2948], [-1.3239, -1.1763, -5.7894], [4.4138, -0.5696, -0.2541], [-2.9132, 3.5367, 5.8947], [0.0240, 0.4678, -5.3900], [-0.6829, -0.7196, -5.0913], [1.4494, 2.0240, 3.3452], [1.5609, 1.4880, 0.6745], [-1.9354, 2.4678, 0.0750], [-1.5404, -5.2108, -0.3221], [2.4052, -2.6177, -2.6786], [6.2006, -1.2549, -1.1150], [1.5348, -3.6917, -0.3583], [-2.6286, -0.1133, -0.2472], [0.0320, 0.8683, -6.3471], [-0.8023, 0.4555, 1.3884], [0.4872, -3.8940, -0.6171], [5.1100, -1.3098, -1.1797], [-3.2797, 2.6586, -1.6729], [-3.3899, -4.3291, -1.0164], [3.0763, -0.5846, -0.0968], [0.3441, -0.6245, -2.9379], [2.3320, 0.3777, 1.2016], [-1.7107, 2.3297, 4.0103], [-0.1812, -5.0269, -0.2348]], "atomic_forces_ev_per_a": [[0.394, -0.170, 0.051], [-0.890, -0.270, -1.176], [0.791, 0.392, 0.609], [0.134, 0.111, 0.090], [3.424, -0.868, -0.967], [-1.130, -1.188, 0.367], [-1.647, 1.174, 2.514], [1.546, -1.686, 2.015], [0.725, 0.584, 0.490], [-0.059, -0.171, 0.001], [-0.889, -0.430, -1.272], [-0.101, -0.938, 0.428], [-0.813, -0.025, 0.489], [-0.294, -1.093, -0.629], [-0.531, 0.593, -0.306], [0.264, 0.014, -0.446], [1.422, 2.079, 1.495], [1.687, 0.545, 0.770], [-1.143, -0.801, -0.627], [1.351, 1.753, 0.489], [0.178, 0.242, 1.088], [1.159, 1.253, 0.520], [-1.339, -0.510, -1.743], [-1.134, -0.988, -1.102], [-0.467, -0.621, 0.440], [2.087, -1.196, 3.097], [-0.644, -0.046, 0.007], [-0.121, -0.291, 1.009], [-1.521, -0.056, 0.505], [-0.645, -1.541, 0.257], [-0.151, 0.079, -0.034], [-0.049, 0.172, 0.359], [0.117, 1.197, 1.595], [-1.204, -1.067, 0.403], [0.636, 0.235, -0.743], [-0.221, -0.423, -1.242], [0.832, 0.412, 2.392], [-0.608, -0.414, -0.847], [0.490, 0.507, 1.147], [1.369, 2.183, -0.686], [-0.900, -1.652, -0.300], [1.289, 1.518, 0.928], [0.968, 0.357, 0.124], [-0.733, 0.102, -0.526], [0.556, 1.318, -2.582], [0.145, 1.294, -1.395], [-0.721, -0.447, -0.859], [-0.385, -0.211, -0.554], [-0.432, -0.477, -0.404], [-0.308, 1.423, -1.236], [-0.622, 0.591, -1.827], [-0.848, -0.057, -0.753], [-0.807, 1.644, 0.470], [0.182, -0.530, -0.642], [-1.304, 1.475, -0.369], [1.062, 0.364, 0.035], [-2.411, -0.189, -1.943], [-0.460, -0.542, 0.552], [0.683, -1.717, 0.854], [0.382, -1.235, -1.147], [1.653, -1.758, 0.769]], "mulliken_charge": [0.267, -0.696, 0.562, 0.161, 0.005, -0.200, -0.333, -0.625, -0.808, -0.502, 0.201, 0.148, 0.152, 0.297, -0.760, -0.238, -0.034, -1.024, -0.200, -0.495, 0.294, 1.141, -0.724, 0.284, 0.423, 0.577, 0.320, -0.252, -0.017, 0.292, 0.391, -0.238, -0.334, -0.608, 0.716, -0.315, -0.236, 0.483, -0.083, 0.723, -0.534, -0.833, 0.522, -0.609, -0.311, -0.848, 0.534, 0.366, 0.320, -0.637, 0.420, 1.687, -0.743, -0.749, 0.426, 0.338, -0.576, 0.304, 1.356, 0.182, -0.330], "charge": -1, "de_lowest_ev": 0.000, "e_lumo_ev": 2.47, "spin_multiplicity": 1, "max_force_ev_per_a": 3.9, "e_homo_ha": -0.18268}


Calculated orbital gap, 7.39; 7.44 eV (same order as the records).